Entry 1:
{"formula": "C5H9NO2", "method": "the ωB97M-V functional and the def2-TZVPD basis", "e_homo_ev": -8.12, "total_charge": 0, "molar_mass_g_mol": 115.13, "energy_ev": -10909.794, "homo_lumo_gap_ev": 3.8, "relative_energy_ev": 6.781, "species": ["C", "N", "C", "C", "C", "C", "O", "O", "H", "H", "H", "H", "H", "H", "H", "H", "H"], "xyz": [[-0.318, 2.163, -1.598], [0.790, 2.591, -1.000], [1.021, -0.598, -0.448], [-0.351, -0.255, 0.115], [-0.885, -1.386, 0.872], [-0.185, -2.093, 1.933], [0.992, -2.070, 2.213], [-1.451, 1.925, -1.141], [-0.131, 1.839, -2.641], [0.494, 3.246, -0.257], [1.638, -1.000, 0.359], [1.031, -1.280, -1.293], [1.528, 0.342, -0.708], [-0.279, 0.686, 0.699], [-1.062, -0.049, -0.696], [-1.964, -1.460, 0.955], [-0.868, -2.600, 2.635]], "mulliken_charge": [0.06, -0.56, -1.13, -0.20, -0.23, 0.06, -0.41, -0.62, 0.41, 0.24, 0.39, 0.30, 0.40, 0.33, 0.32, 0.33, 0.32]}



Entry 2:
{"formula": "C6H11NO", "method": "the ωB97M-V functional and the def2-TZVPD basis", "e_homo_ev": -7.19, "total_charge": 0, "molar_mass_g_mol": 113.16, "energy_ev": -9934.256, "homo_lumo_gap_ev": 7.6, "relative_energy_ev": 4.199, "species": ["C", "C", "C", "N", "C", "C", "C", "O", "H", "H", "H", "H", "H", "H", "H", "H", "H", "H", "H"], "xyz": [[-2.472, -1.071, 0.348], [2.312, -0.699, 0.288], [1.262, 1.092, -1.193], [-1.784, 0.153, -0.023], [-1.075, 1.136, 0.861], [1.089, 0.087, -0.094], [-0.037, -0.014, 0.660], [-1.069, 2.311, 0.602], [-2.091, 0.556, -0.910], [-0.072, -0.751, 1.451], [-1.922, -1.932, -0.037], [-2.551, -1.150, 1.435], [-3.480, -1.068, -0.070], [2.270, 1.517, -1.174], [2.684, -1.269, -0.567], [2.114, -1.398, 1.101], [3.128, -0.042, 0.613], [0.549, 1.915, -1.113], [1.145, 0.627, -2.178]], "mulliken_charge": [-0.89, -1.33, -1.29, -0.07, 0.23, 1.05, -0.69, -0.52, 0.27, 0.36, 0.31, 0.30, 0.34, 0.36, 0.31, 0.35, 0.31, 0.35, 0.26]}